Entry from the Open Molecules 2025 dataset: a structure of composition C19H30AlAs2N4S (ωB97M-V/def2-TZVPD).

Geometry (Å):
Al -0.165 -0.131 0.088
N 1.166 -0.567 1.615
C 2.387 -1.091 0.917
C 2.805 -0.011 -0.062
N 1.580 0.386 -0.849
H 1.447 0.228 2.189
H 0.825 -1.264 2.276
H 2.106 -2.006 0.390
H 3.185 -1.336 1.613
H 3.593 -0.358 -0.724
H 3.174 0.870 0.461
H 1.624 -0.037 -1.775
H 1.598 1.388 -1.041
C -1.304 0.127 -3.800
As -1.586 0.507 -1.932
C -3.378 -0.132 -1.582
C -1.701 2.430 -1.793
C -2.033 3.192 -2.909
C -2.151 4.571 -2.804
C -1.938 5.201 -1.585
C -1.606 4.451 -0.465
C -1.482 3.068 -0.565
As -1.077 2.061 1.028
C 0.239 3.099 1.995
C -2.656 2.222 2.136
H -2.222 0.364 -4.334
H -1.085 -0.931 -3.921
H -0.484 0.725 -4.191
H -4.074 0.434 -2.198
H -3.634 0.007 -0.533
H -3.440 -1.190 -1.835
H -2.207 2.721 -3.868
H -2.413 5.155 -3.677
H -2.031 6.276 -1.503
H -1.447 4.958 0.479
H -0.215 4.043 2.292
H 1.104 3.307 1.367
H 0.545 2.574 2.899
H -2.939 3.272 2.108
H -2.431 1.941 3.163
H -3.475 1.622 1.746
N -2.323 -1.370 2.370
C -1.963 -2.144 1.340
N -1.110 -1.767 0.384
C -0.927 -2.820 -0.562
C -0.078 -2.804 -1.665
C -0.005 -3.931 -2.471
C -0.764 -5.063 -2.180
C -1.601 -5.093 -1.077
C -1.665 -3.959 -0.279
S -2.608 -3.724 1.172
H -2.042 -0.407 2.434
H -2.973 -1.708 3.064
H 0.524 -1.935 -1.904
H 0.653 -3.936 -3.331
H -0.690 -5.934 -2.817
H -2.180 -5.978 -0.844

The gap between HOMO and LUMO is 8.84 eV. As for the max |F|: 0.40 eV/Å. The value obtained for the relative energy (zero: lowest compared OMol25 entry of this formula, charge and spin) is 0.0 kJ/mol. The HOMO energy comes out at -0.6381 Ha. As for the net charge: +3.